CH4N2S | wB97M-V/def2-TZVPD

```
8
Properties=species:S:1:pos:R:3:mulliken_charge:R:1
N -0.46 -0.23 -0.54 -0.219
S -1.88 0.33 0.21 -0.133
C 1.01 0.19 0.44 -0.312
H 0.77 -1.63 -0.64 0.266
H 1.60 0.78 -0.09 0.352
H -2.05 1.09 -0.78 0.147
N 0.46 -1.07 0.12 -0.378
H 0.56 0.54 1.28 0.277
```

Output
Structure (SMILES)   SN1CN1
E   -548.032057 Ha
Energy relative to the best compared isomer or geometry (same formula, charge and spin)   112.8 kcal per mole
HOMO-LUMO gap   0.33609 Eh
Highest occupied orbital energy   -8.324 eV